{"formula": "C24H66N6O6", "method": "ωB97M-V with the def2-TZVPD basis set", "elements": ["O", "O", "O", "O", "O", "O", "N", "N", "N", "N", "N", "N", "C", "C", "C", "C", "C", "C", "C", "C", "C", "C", "C", "C", "C", "C", "C", "C", "C", "C", "C", "C", "C", "C", "C", "C", "H", "H", "H", "H", "H", "H", "H", "H", "H", "H", "H", "H", "H", "H", "H", "H", "H", "H", "H", "H", "H", "H", "H", "H", "H", "H", "H", "H", "H", "H", "H", "H", "H", "H", "H", "H", "H", "H", "H", "H", "H", "H", "H", "H", "H", "H", "H", "H", "H", "H", "H", "H", "H", "H", "H", "H", "H", "H", "H", "H", "H", "H", "H", "H", "H", "H"], "coordinates": [[-2.4294, -4.9099, 12.1484], [1.2008, 0.1131, 9.0287], [5.9382, -10.9811, 7.8983], [-3.9494, 1.8859, 15.1020], [2.1620, -2.9548, 12.3475], [5.4747, -0.9576, 7.1705], [3.8758, -8.0902, 8.9660], [2.8898, -5.4263, 10.9714], [2.5694, 3.5196, 9.0555], [3.1323, -2.6027, 6.8078], [-1.3764, -4.5193, 8.5309], [-2.9919, 0.1831, 17.4543], [4.1957, -4.6057, 7.6596], [5.7559, -0.5649, 8.5393], [2.7523, 1.8775, 7.3500], [-1.7581, -4.2045, 9.8668], [-3.2740, 0.6104, 14.9826], [3.2486, -3.8263, 12.8249], [-5.0674, 2.1275, 14.2222], [1.8477, 2.2997, 8.5605], [4.2670, -3.0079, 7.6120], [-1.2459, -0.6453, 15.8615], [5.7252, -12.1133, 7.0155], [4.5447, -6.1002, 12.5920], [4.9356, -9.0690, 9.0607], [5.5564, -2.3890, 6.9646], [4.8332, -10.0926, 7.8942], [1.0414, -2.9586, 13.1683], [-3.1052, -3.3830, 9.7559], [-2.2860, 0.5178, 16.1864], [3.2554, -5.2601, 12.3725], [-2.4127, -5.8564, 13.1982], [4.7993, -9.5775, 10.4346], [0.9054, -0.9796, 9.8604], [-1.8495, -5.3179, 10.9303], [1.7612, 1.2496, 9.6392], [6.6522, 0.0177, 8.7523], [4.9332, -12.7971, 7.3210], [3.6872, -5.1269, 10.4288], [-2.4447, -6.1558, 10.5672], [-1.8825, -1.4347, 15.4619], [4.2147, -5.0079, 6.6467], [1.1267, 1.5738, 10.4640], [5.9251, -8.6125, 9.0375], [-3.8503, 0.7097, 17.3771], [1.8278, -1.4904, 10.1370], [-5.7230, 1.2803, 14.0211], [-0.5361, -0.1330, 15.2121], [2.0325, 3.9443, 9.7981], [-4.7364, 2.4795, 13.2451], [-0.8852, -5.8031, 11.0813], [4.8780, 0.0006, 8.8518], [-1.4902, -3.6812, 7.9789], [0.8864, 2.6333, 8.1696], [5.0072, -5.1066, 8.1875], [3.2409, -1.6075, 6.9420], [6.5706, -12.7972, 6.9405], [-1.3899, -6.1402, 13.4463], [1.0667, -2.1134, 13.8561], [4.8639, -8.7987, 11.1945], [3.8246, 1.8478, 7.5433], [3.8156, -9.9564, 10.7118], [5.0686, -5.9209, 13.5309], [-0.7245, -0.9752, 16.7601], [-3.0189, -6.7620, 13.1774], [-2.0624, -5.2018, 8.2416], [-2.7612, 0.4469, 14.0347], [2.7860, 4.0441, 8.2200], [4.1940, -3.4189, 12.4666], [3.3802, -4.8768, 8.3300], [-1.6871, 1.4279, 16.1523], [5.3784, -5.8992, 11.9193], [3.9560, -10.7022, 8.1110], [5.6862, -1.4264, 9.2035], [-3.2773, -0.7586, 17.2262], [-3.5061, -3.0402, 10.7098], [1.0834, -3.8949, 13.7249], [5.5118, -10.3920, 10.5653], [2.4870, 0.8989, 6.9499], [0.3029, -1.7426, 9.3676], [4.1459, -7.3281, 9.5713], [2.7040, 2.5675, 6.5076], [-3.9456, -3.8239, 9.2197], [2.2174, -4.6729, 10.9492], [0.1016, -2.9289, 12.6169], [-5.7109, 2.9376, 14.5654], [6.4562, -2.9003, 7.3067], [3.0173, -8.4402, 9.3668], [-4.0255, -0.1773, 15.0353], [-2.8736, -2.3927, 9.3637], [2.2430, -2.7798, 7.2526], [2.5204, -5.6578, 13.0722], [4.7766, -9.6099, 6.9185], [-0.9578, -3.6013, 10.2955], [-2.7098, -5.4317, 14.1570], [5.4254, -11.7362, 6.0377], [2.7928, 0.9771, 9.8621], [4.3681, -7.1611, 12.4148], [4.0853, -2.6962, 8.6406], [0.4937, -0.6839, 10.8254], [3.3833, -3.6521, 13.8924], [5.6650, -2.5744, 5.8960]], "s2": 0.75, "charge": 1, "spin_multiplicity": 2, "orbital_gap_ha": [0.2893, 0.0789], "lumo_energy_ev": [-2.7, -8.4]}

{"formula": "C3H5NO2", "method": "ωB97M-V with the def2-TZVPD basis set", "elements": ["O", "O", "N", "C", "C", "C", "H", "H", "H", "H", "H"], "coordinates": [[1.6306, -0.2942, 0.7102], [0.2451, 1.4012, -0.1007], [0.8454, -0.8932, -0.3643], [-0.8131, 0.5934, 0.3585], [-0.6361, -0.8430, -0.1158], [1.2866, 0.5381, -0.3013], [-0.9909, -1.2192, -1.1043], [-1.6877, 0.9899, -0.1053], [2.0522, 0.9119, -0.9684], [-1.0645, -1.6112, 0.5578], [-0.8676, 0.4263, 1.4335]], "orbital_gap_ha": 0.3926, "smiles": "C1CN2O[C@@H]2O1", "lumo_energy_ev": 1.0}

{"formula": "H16O8", "method": "ωB97M-V with the def2-TZVPD basis set", "elements": ["O", "O", "O", "O", "O", "O", "O", "O", "H", "H", "H", "H", "H", "H", "H", "H", "H", "H", "H", "H", "H", "H", "H", "H"], "coordinates": [[-1.1725, -0.5332, 1.6586], [-1.5226, -1.5367, -1.4237], [-0.0028, -0.4113, -0.5851], [1.1608, 1.8807, -0.1184], [0.7238, -2.6057, -1.4390], [-1.6448, 1.8101, 0.3433], [2.0592, -0.6972, -0.4715], [0.1272, 1.3726, 1.5293], [1.2803, -2.2905, -2.1512], [0.9477, -0.5243, -0.5807], [-2.2728, 1.8271, 1.0655], [2.5016, 0.1456, -0.3712], [2.7618, -1.3143, -0.6761], [-0.8388, -0.9726, -1.0625], [0.6138, 2.3918, -0.7149], [-0.2515, 0.5450, 1.8257], [-1.6359, -1.3689, 1.7145], [0.3173, 1.8521, 2.3356], [-1.7446, 0.0236, 1.1306], [-0.1638, 0.2916, 0.0444], [0.2746, -1.8227, -1.1208], [0.6204, 1.7650, 0.6632], [-0.7916, 1.7263, 0.7691], [-1.3471, -1.5541, -2.3645]], "orbital_gap_ha": 0.3138, "lumo_energy_ev": -0.1}

{"formula": "C30H44BBrClN6Re", "method": "ωB97M-V with the def2-TZVPD basis set", "elements": ["Re", "Br", "Cl", "N", "N", "N", "N", "N", "N", "C", "C", "C", "C", "C", "C", "C", "C", "C", "C", "C", "C", "C", "C", "C", "C", "C", "C", "C", "C", "C", "C", "C", "C", "C", "C", "C", "C", "C", "C", "B", "H", "H", "H", "H", "H", "H", "H", "H", "H", "H", "H", "H", "H", "H", "H", "H", "H", "H", "H", "H", "H", "H", "H", "H", "H", "H", "H", "H", "H", "H", "H", "H", "H", "H", "H", "H", "H", "H", "H", "H", "H", "H", "H", "H"], "coordinates": [[0.6788, 0.2708, 0.3927], [2.1710, -4.7488, 4.5854], [1.8090, 2.0089, 1.2272], [-1.1015, 0.5917, 1.3880], [-2.2265, 0.5562, 0.5929], [-1.4646, -1.0269, -1.2137], [-0.1313, -1.1799, -0.9218], [0.0539, 1.4425, -1.3527], [-1.3005, 1.4250, -1.5676], [-2.9221, 0.9683, 2.6214], [2.3883, -1.3293, 2.2979], [0.1250, -0.0953, 4.3745], [2.6774, -2.3343, 3.2054], [-0.7670, 1.0866, 3.9827], [-3.2862, -2.1307, -2.4892], [-0.4770, 2.9422, -2.9213], [-1.8003, 1.2385, 5.1114], [-0.8035, -2.8539, -2.2308], [-3.0371, 2.5121, -2.9730], [-4.7060, 0.8012, 0.7476], [2.3363, 3.1765, -3.7289], [2.0186, 2.8004, -2.2719], [1.9694, -2.7957, -3.2889], [1.1787, -1.3223, 1.5842], [0.2878, -2.3847, 1.7915], [-1.8852, -2.0262, -1.9836], [0.0506, 2.3862, 3.9849], [0.2894, -2.2924, -1.5893], [0.5785, -3.4174, 2.6674], [2.8093, -1.9938, -1.1064], [-1.6336, 2.3084, -2.5093], [1.8047, -4.2543, -1.2606], [0.5623, 2.3854, -2.1841], [-3.3213, 0.7777, 1.3127], [2.2506, 4.0308, -1.3837], [1.7718, -3.3749, 3.3746], [2.9515, 1.6593, -1.8657], [1.7088, -2.8122, -1.7719], [-1.5395, 0.8694, 2.6652], [-2.1424, 0.3239, -0.9105], [0.9754, 2.2995, 3.4268], [-3.4186, 1.6315, -3.4906], [2.5240, 0.7125, -2.1652], [-0.6533, -2.4163, 1.2513], [-2.4346, 2.1172, 4.9809], [-0.8101, -3.7417, -2.8426], [-0.5228, 3.2258, 3.5855], [-0.4326, -1.0345, 4.3783], [-5.4153, 0.9833, 1.5522], [1.9510, -1.7752, -3.6812], [1.6656, 4.8834, -1.7336], [1.9755, 3.8303, -0.3498], [0.9895, -0.2053, 3.7247], [3.1691, 1.6369, -0.7934], [1.2398, -3.3865, -3.8435], [2.2240, 2.3168, -4.3940], [1.1673, -4.9205, -1.8447], [3.3065, 4.3091, -1.4084], [2.8347, -4.6062, -1.3535], [-4.9649, -0.1441, 0.2713], [-3.0695, 3.3531, -3.6621], [-3.2481, 0.3265, -1.3653], [-1.2535, 1.3649, 6.0460], [1.7025, 3.9798, -4.1024], [-4.8268, 1.5879, 0.0029], [2.9585, -3.2169, -3.4806], [-3.7084, 2.7237, -2.1406], [-3.5265, -1.3067, -3.1618], [-2.4341, 0.3558, 5.2166], [0.3173, 2.6223, 5.0171], [2.9868, -2.3051, -0.0871], [3.1006, -0.5195, 2.1822], [1.5153, -4.3285, -0.2095], [-0.1119, -4.2377, 2.8128], [-0.4113, 3.7237, -3.6582], [3.7441, -2.1188, -1.6569], [-3.4039, -3.0641, -3.0350], [3.3708, 3.5201, -3.7872], [2.5934, -0.9263, -1.1182], [0.4965, 0.0778, 5.3866], [3.5996, -2.3190, 3.7711], [-4.0099, -2.1138, -1.6741], [-3.5795, 1.1732, 3.4456], [3.9019, 1.7433, -2.3949]], "s2": 0.78, "charge": 1, "spin_multiplicity": 2, "orbital_gap_ha": [0.2324, 0.2531], "lumo_energy_ev": [-4.7, -4.5]}

Asked for energy above the lowest of the compared OMol25 structures with the same formula, charge and spin across the records above, the calculation gives 199.96; 370.75; 1002.71; 0.00 kJ/mol in order.